23
Properties=species:S:1:pos:R:3:forces:R:3:lowdin_charge:R:1 method="wB97M-V/def2-TZVPD" e_above_lowest_ev=0.750 gap_ha="0.1002 / 0.2552" e_tot_ev=-9558.04710 charge=-1 max_force_ha_per_bohr=0.0457 multiplicity=2 s_squared=0.76
C 0.947 -1.974 -2.675 -1.45 -1.59 0.95 -0.187
C 1.567 -0.624 -2.422 -0.61 0.59 -1.14 -0.172
H -0.152 -1.966 -2.726 0.13 0.59 -0.11 0.063
H 1.209 -2.617 -3.520 0.63 0.59 -0.19 0.051
H 1.049 -2.614 -1.788 0.46 0.02 -0.11 0.062
H 1.008 0.150 -2.957 -0.07 -0.02 -0.07 0.056
H 2.562 -0.547 -2.847 0.43 -0.07 0.55 0.057
H 1.452 -0.345 -1.376 0.72 -0.09 -0.37 0.020
C -0.573 1.894 -0.481 0.96 1.16 -0.53 -0.109
C -0.626 1.034 0.752 -0.89 0.79 -0.11 -0.363
C 0.231 -0.056 0.896 -0.79 0.69 -0.22 -0.148
C -1.503 1.459 1.762 0.57 -1.34 0.20 -0.134
C 0.164 -0.816 2.105 0.14 -0.22 0.31 -0.188
C -1.520 0.675 2.994 -1.10 1.30 -0.47 -0.206
C -0.706 -0.404 3.131 1.33 -1.19 -0.06 -0.220
H -1.318 2.694 -0.509 -0.23 -0.27 0.24 0.053
H -0.557 1.457 -1.484 -0.25 -0.66 0.24 0.046
H 0.791 -0.376 0.036 0.09 -0.12 0.35 0.023
H -2.272 2.215 1.667 0.25 0.24 -0.46 0.056
H 0.843 -1.662 2.164 -0.18 -0.04 0.53 0.050
H -2.335 0.928 3.666 0.29 -0.22 0.49 0.051
H -0.648 -0.951 4.072 -0.32 -0.06 -0.05 0.071
H 0.387 2.444 -0.462 -0.11 -0.07 0.05 0.068

***

23
Properties=species:S:1:pos:R:3:forces:R:3:lowdin_charge:R:1 method="wB97M-V/def2-TZVPD" e_above_lowest_ev=0.230 gap_ha="0.1056 / 0.2582" e_tot_ev=-9558.56726 charge=-1 max_force_ha_per_bohr=0.0220 multiplicity=2 s_squared=0.76
C -1.977 -0.998 -2.713 -0.59 0.87 -0.41 -0.180
C -0.926 -2.024 -3.100 0.06 -0.53 0.39 -0.178
H -2.615 -0.670 -3.550 0.43 -0.04 -0.02 0.053
H -2.702 -1.291 -1.959 0.18 -0.51 0.23 0.053
H -1.493 -0.113 -2.303 -0.02 0.06 0.01 0.057
H -1.094 -2.535 -4.051 -0.08 0.26 -0.08 0.050
H -0.892 -2.813 -2.353 0.09 -0.08 0.14 0.052
H 0.068 -1.576 -3.093 -0.03 -0.01 -0.20 0.057
C 1.671 2.281 -0.154 0.67 -0.01 0.16 -0.106
C 0.272 -1.169 0.816 -0.36 0.34 0.56 -0.187
C 1.014 -0.115 0.159 0.37 -0.67 -0.51 -0.161
C -0.403 -0.821 1.999 0.28 -0.26 -0.49 -0.222
C 0.979 1.187 0.614 -0.38 0.58 0.36 -0.391
C -0.400 0.463 2.495 0.09 0.12 0.13 -0.196
C 0.270 1.528 1.769 -0.33 -0.44 0.26 -0.144
H 0.233 -2.188 0.449 0.11 0.06 -0.09 0.041
H 1.682 -0.384 -0.661 -0.12 0.19 -0.07 0.064
H -0.927 -1.601 2.541 -0.10 -0.08 0.13 0.066
H -0.870 0.659 3.451 -0.10 0.11 0.02 0.049
H 1.799 3.176 0.455 -0.20 0.11 0.08 0.052
H 1.167 2.558 -1.078 -0.19 -0.02 -0.09 0.057
H 0.217 2.530 2.187 0.20 0.05 -0.35 0.056
H 2.688 1.973 -0.416 0.02 -0.11 -0.17 0.058

***

23
Properties=species:S:1:pos:R:3:forces:R:3:lowdin_charge:R:1 method="wB97M-V/def2-TZVPD" e_above_lowest_ev=0.846 gap_ha="0.1230 / 0.2666" e_tot_ev=-9557.95067 charge=-1 max_force_ha_per_bohr=0.0452 multiplicity=2 s_squared=0.76
C 2.382 0.654 -2.119 1.27 0.81 -1.78 -0.144
C 0.242 1.599 0.873 -0.54 0.84 0.61 -0.199
C 0.498 0.496 1.740 0.80 -1.38 -0.02 -0.229
C 0.876 1.660 -0.393 1.05 -1.20 0.01 -0.138
C 1.500 0.529 -0.917 -0.38 0.72 0.54 -0.345
C 1.226 -0.574 1.256 -0.67 -0.34 -0.19 -0.214
C 1.528 -0.679 -0.101 0.80 0.26 -1.68 -0.157
H -0.201 2.488 1.318 -0.01 -0.01 -0.26 0.048
H 0.107 0.293 2.732 -0.09 0.95 0.18 0.063
H 1.114 2.615 -0.859 -0.52 0.05 -0.18 0.083
H 1.495 -1.437 1.858 -0.27 0.08 0.39 0.071
H 2.542 -0.193 -2.799 -0.21 -0.83 0.81 0.046
H 3.433 1.003 -1.908 -0.66 -0.37 0.25 0.065
H 1.974 -1.566 -0.558 0.02 0.10 0.37 0.053
H 2.083 1.344 -2.942 -0.49 0.35 0.97 0.057
C -2.444 -1.534 -0.187 -0.03 0.90 -0.66 -0.160
C -2.772 -0.484 0.930 0.11 -2.07 -0.08 -0.147
H -1.407 -1.879 -0.180 0.02 0.31 0.29 0.045
H -3.041 -2.435 -0.237 -0.53 -0.14 0.37 0.034
H -2.575 -1.044 -1.163 0.13 -0.17 0.13 0.054
H -3.406 -0.932 1.700 0.00 -0.14 0.08 0.044
H -1.813 -0.282 1.394 -0.17 0.86 0.02 0.022
H -3.339 0.358 0.561 0.39 0.43 -0.17 0.048

***

23
Properties=species:S:1:pos:R:3:forces:R:3:lowdin_charge:R:1 method="wB97M-V/def2-TZVPD" e_above_lowest_ev=0.612 gap_ha=0.3686 e_tot_ev=-9559.56927 max_force_ha_per_bohr=0.0436 smiles=Cc1ccccc1.CC
C -2.398 -0.012 -1.449 -0.45 -0.31 0.75 -0.056
C -1.149 0.751 -1.128 -0.05 -0.08 0.25 -0.292
C 0.067 0.105 -1.113 1.16 -0.36 0.19 -0.064
C 1.249 0.823 -0.925 -0.12 -0.07 -0.96 -0.099
C 1.196 2.199 -0.868 0.33 -0.03 1.48 -0.100
C -0.030 2.799 -0.611 -0.07 1.37 -0.16 -0.094
C -1.204 2.106 -0.766 -0.54 -1.88 -1.09 -0.050
H -2.587 -0.782 -0.688 0.20 0.01 -0.14 0.083
H -2.342 -0.530 -2.404 -0.06 0.17 -0.12 0.081
H -3.283 0.626 -1.388 0.11 0.03 -0.38 0.072
H 0.173 -0.968 -1.248 -0.36 0.04 -0.07 0.105
H 2.224 0.349 -0.934 -0.18 -0.20 -0.08 0.102
H 2.139 2.738 -0.788 -0.35 0.16 -0.01 0.103
H -0.072 3.840 -0.305 0.08 0.01 -0.28 0.103
H -2.240 2.421 -0.817 0.31 1.12 0.60 0.106
C 0.608 -2.645 1.658 0.21 -0.06 -0.72 -0.164
C 1.453 -1.506 2.205 -0.12 1.19 0.30 -0.171
H 1.127 -3.589 1.789 -0.19 -0.25 0.38 0.058
H -0.382 -2.653 2.097 -0.07 -0.31 0.26 0.060
H 0.451 -2.619 0.572 0.04 0.45 0.16 0.047
H 0.864 -0.688 2.645 -0.26 -0.39 -0.04 0.065
H 2.118 -1.817 3.012 0.10 -0.13 -0.21 0.060
H 2.017 -0.948 1.455 0.29 -0.49 -0.13 0.045

***

23
Properties=species:S:1:pos:R:3:forces:R:3:lowdin_charge:R:1 method="wB97M-V/def2-TZVPD" e_above_lowest_ev=1.803 gap_ha=0.3619 e_tot_ev=-9558.37853 max_force_ha_per_bohr=0.0876 smiles=Cc1ccccc1.CC
C 0.522 -2.507 -0.827 -1.43 0.76 -0.47 -0.045
C -0.370 -1.729 0.138 0.15 -0.43 1.45 -0.267
C -1.143 -0.582 -0.181 0.41 -1.10 -1.90 -0.081
C -1.812 0.223 0.727 0.45 -1.15 0.63 -0.101
C -1.643 -0.134 2.072 -0.92 1.48 2.37 -0.109
C -0.962 -1.310 2.387 -0.87 0.10 1.87 -0.128
C -0.436 -2.169 1.460 1.13 1.26 -0.66 -0.075
H 0.878 -1.745 -1.493 1.01 0.24 -0.40 0.051
H -0.226 -2.977 -1.467 0.40 -0.99 -0.14 0.078
H 1.337 -3.185 -0.454 -1.18 0.83 -0.11 0.101
H -1.277 -0.415 -1.267 0.23 0.34 0.62 0.116
H -2.454 1.009 0.355 0.14 0.21 0.27 0.100
H -2.041 0.520 3.011 0.84 -1.56 -2.66 0.146
H -0.849 -1.634 3.442 -0.24 0.58 -0.63 0.109
H 0.194 -2.955 1.842 -0.12 -0.53 -0.26 0.106
C 1.772 1.860 -0.894 -1.84 1.89 -0.61 -0.156
C 0.932 3.090 -1.568 -0.38 -3.84 -2.33 -0.159
H 2.648 2.305 -0.413 0.05 -0.79 -0.09 0.054
H 0.998 1.574 -0.179 0.61 -0.31 0.57 0.030
H 1.882 0.962 -1.519 0.62 0.68 -0.07 0.048
H 0.040 2.449 -2.139 1.98 2.25 1.35 0.106
H 1.459 3.748 -2.315 -0.50 -0.78 0.91 0.055
H 0.550 3.601 -0.720 -0.55 0.87 0.28 0.021

***

23
Properties=species:S:1:pos:R:3:forces:R:3:lowdin_charge:R:1 method="wB97M-V/def2-TZVPD" e_above_lowest_ev=2.618 gap_ha=0.3693 e_tot_ev=-9557.56383 max_force_ha_per_bohr=0.0877 smiles=Cc1ccccc1.CC
C 2.323 -2.539 0.708 2.78 -0.10 -1.23 -0.056
C 1.719 -1.512 -0.169 -1.78 2.32 -0.96 -0.263
C 1.497 -2.041 -1.415 -2.34 2.22 -1.43 -0.095
C 0.769 -1.471 -2.462 1.87 0.95 0.36 -0.063
C 0.496 -0.112 -2.336 -1.21 -1.70 -0.59 -0.131
C 0.551 0.534 -1.110 1.06 -1.57 0.87 -0.081
C 1.236 -0.158 -0.011 -0.55 0.57 0.68 -0.007
H 1.809 -2.984 1.499 -1.64 -0.67 0.88 0.060
H 3.192 -2.164 1.198 0.95 0.55 0.50 0.066
H 2.750 -3.321 -0.008 -0.75 0.71 1.43 0.105
H 1.878 -2.944 -1.572 1.22 -3.87 -0.73 0.050
H 0.611 -1.956 -3.439 0.20 0.04 0.74 0.111
H 0.061 0.235 -3.259 -0.38 1.15 0.28 0.093
H -0.090 1.420 -1.118 0.99 0.27 0.96 0.095
H 1.370 0.368 1.006 -0.45 -0.86 -1.73 0.119
C -2.274 3.021 1.785 3.75 -2.11 -1.33 -0.150
C -2.723 1.667 1.337 -1.74 -0.31 2.44 -0.162
H -1.266 3.239 1.297 -0.83 -0.32 1.19 0.096
H -2.819 3.759 1.393 -2.65 2.91 -0.98 0.015
H -2.255 2.981 2.819 0.51 0.83 2.00 0.043
H -3.312 1.144 2.140 1.40 0.03 0.04 0.089
H -3.576 1.749 0.762 -1.25 0.20 -2.64 0.034
H -1.948 1.084 0.957 0.84 -1.24 -0.73 0.033